(1)
Computed, not measured: a cluster of 2 separate species, C4H11NO2 in total, with ωB97M-V/def2-TZVPD.

Computed properties:
highest occupied orbital energy: -9.196 eV
total energy: -9909.969 eV

Atoms and positions in Å:
N 1.8981 -1.9045 0.2487
C 0.8499 -1.4444 1.1659
C 0.3217 -0.0840 0.6551
C -1.2069 -0.0048 0.6771
C -1.7906 1.1245 -0.1113
O -2.9551 1.4528 -0.1498
H 2.4174 -1.2504 -0.3436
H 2.4756 -2.5477 0.7174
H 1.2716 -1.2594 2.2385
H 0.1669 -2.1867 1.3414
H 0.6637 0.6782 1.4054
H 0.7725 0.1257 -0.3497
H -1.5139 0.1055 1.7428
H -1.7965 -0.8870 0.4636
H -1.0551 1.8538 -0.4710
O -0.0540 1.8212 -3.3625
H -0.3464 1.6860 -2.4334
H -0.1190 2.7212 -3.4346

Atoms 1-3, force components in eV/Å:
N -0.9 0.1 -0.4
C 3.5 3.0 0.8
C -0.2 -0.1 0.5

(2)
Computed, not measured: a structure of composition C10H10Cl5GeOTeW, with ωB97M-V/def2-TZVPD.

Computed properties:
total charge: +1
highest occupied orbital energy (alpha / beta): -12.139 / -12.171 eV
total energy: -140817.882 eV

Atoms and positions in Å:
W -0.3818 -0.6513 -0.3678
Cl 4.9998 4.1048 0.5561
C 3.5191 3.2631 0.4280
C 3.5245 1.9132 0.0843
Cl 4.9725 1.0546 -0.2185
C 2.3046 1.2656 -0.0080
Cl 2.1715 -0.4222 -0.4308
C 1.0989 1.8970 0.2241
O -0.0340 1.1740 0.1191
C 1.0906 3.2448 0.5672
Cl -0.4105 4.0107 0.8571
C 2.3042 3.9232 0.6685
Cl 2.3071 5.5761 1.0926
Te -2.1076 -2.1173 -1.4617
C 1.3221 -1.3346 2.7996
Ge -0.3200 -1.9394 1.9230
C -0.3585 -3.8706 1.7062
C -1.8883 -1.2665 2.8770
C 0.0580 -2.1022 -1.4657
H 1.2946 -1.6449 3.8452
H 1.4078 -0.2474 2.7742
H 2.2032 -1.7731 2.3333
H -0.2737 -4.3473 2.6833
H 0.4717 -4.2011 1.0836
H -1.2938 -4.1890 1.2469
H -1.8638 -1.6295 3.9058
H -2.8091 -1.6147 2.4100
H -1.8982 -0.1764 2.9066
H 0.6098 -2.7433 -2.1400

Atoms 1-3, force components in eV/Å:
W 0.1 0.0 -0.2
Cl 0.0 0.0 0.0
C 0.0 0.0 0.0

(3)
Computed, not measured: a structure of composition C30H23IMnN3O5PSSbSe4, with ωB97M-V/def2-TZVPD.

Computed properties:
total charge: +1
multiplicity: 2
⟨S²⟩: 1.06
highest occupied orbital energy (alpha / beta): -10.623 / -10.623 eV
total energy: -373652.135 eV

Atoms and positions in Å:
Mn 0.6541 -0.1449 -0.1903
I 1.0597 1.9151 -1.8973
C 0.0661 3.4685 -0.9366
C 0.8321 4.5965 -0.9285
C 0.2864 5.8299 -0.5103
C -1.0280 5.8869 -0.1840
C -1.8372 4.7208 -0.1788
C -3.2129 4.8593 0.1261
C -4.0307 3.7770 0.1587
C -3.4727 2.4988 -0.0273
C -2.1475 2.2937 -0.3137
P -1.5761 0.5436 -0.2781
C -2.4272 -0.1872 -1.7289
C -3.7964 -0.4466 -1.7139
C -4.4385 -0.9696 -2.8284
C -3.7174 -1.2361 -3.9830
C -2.3504 -0.9910 -4.0079
C -1.7124 -0.4797 -2.8868
C -2.4656 -0.1367 1.1654
C -2.9341 -1.4476 1.1741
C -3.4720 -1.9949 2.3340
C -3.5341 -1.2446 3.4975
C -3.0517 0.0601 3.5040
C -2.5167 0.6087 2.3469
C -1.2933 3.4389 -0.4839
H 1.8559 4.5607 -1.2762
H 0.9080 6.7155 -0.4950
H -1.4921 6.8315 0.0730
H -3.5971 5.8529 0.3255
H -5.0873 3.8819 0.3666
H -4.1212 1.6435 0.1129
H -4.3801 -0.2634 -0.8204
H -5.5021 -1.1689 -2.7904
H -4.2166 -1.6372 -4.8562
H -1.7778 -1.1969 -4.9042
H -0.6437 -0.3268 -2.9185
H -2.8774 -2.0492 0.2755
H -3.8386 -3.0137 2.3239
H -3.9584 -1.6714 4.3977
H -3.0959 0.6518 4.4099
H -2.1427 1.6266 2.3633
N 0.4126 -1.0976 1.7326
N 0.1473 -2.4602 1.4494
C -0.0163 -2.8354 0.1280
O 0.0239 -4.0411 -0.1704
O -0.2231 -1.8752 -0.6981
H 1.3094 -1.0149 2.2054
H -0.3257 -0.7577 2.3457
H 0.4400 -3.1710 2.1039
Se 1.4288 -6.1089 -1.7319
Sb 2.8561 -5.3919 0.6481
Se 1.8052 -5.7035 2.7134
Se 4.9599 -6.0653 -0.1023
Se 0.5768 -4.4674 -2.7745
O 2.4568 0.7163 0.7048
C 3.1616 -0.1888 0.2337
N 2.4692 -1.0938 -0.5231
S 3.0726 -2.5404 -0.7553
O 4.6127 -2.2433 -1.1042
O 3.1155 -3.2015 0.6417
C 5.2928 -1.2831 -0.3366
C 6.6691 -1.3654 -0.3407
C 7.3833 -0.4295 0.3890
C 6.7333 0.5671 1.1182
C 5.3549 0.6355 1.1045
C 4.6182 -0.2903 0.3680
H 7.1559 -2.1534 -0.8989
H 8.4645 -0.4811 0.3944
H 7.3080 1.2861 1.6849
H 4.8202 1.4000 1.6537

Atoms 1-3, force components in eV/Å:
Mn -0.5 -0.7 0.2
I 0.1 -0.4 -0.5
C -0.2 0.0 0.2

It is found that the ΔE to the lowest compared entry with this formula, charge and spin values, taken in the order of the records, are 2.273 0.000 0.000 eV.